16
Properties=species:S:1:pos:R:3:forces:R:3 method="wB97M-V/def2-TZVPD" lumo_ev=-0.1 mol_weight_g_mol=263.0 homo_lumo_gap_ha=0.3319 homo_energy_ha=-0.3348 relative_energy_ev=1.207 total_energy_ha=-1229.4330
H -3.07070 1.77002 0.76076 -0.85 2.44 0.18
N -2.67425 0.89597 0.90210 1.37 0.42 0.31
C -3.34813 -0.00220 0.43336 -2.26 -2.24 0.05
I -5.39451 0.23332 -0.29774 0.48 -0.02 0.10
P -2.61039 -1.66638 0.27403 0.43 -0.58 -0.11
P -0.64178 -0.68628 0.73966 0.03 0.08 4.26
O -0.41306 -0.42030 2.29587 -0.12 -1.03 -4.79
C -0.20880 0.73632 -0.39275 -1.51 -1.24 1.60
C 0.98684 0.33813 -1.15526 -0.31 -0.09 -0.31
H -2.86153 -2.41959 1.52368 0.11 1.19 -0.76
H 0.03688 -1.72928 0.05190 0.58 0.04 0.66
H -1.00886 0.83425 -1.16521 0.14 0.73 1.25
H -0.04651 1.45370 0.45298 -0.51 0.23 -1.41
H 1.86378 0.39593 -0.59006 1.46 -0.46 0.94
H 0.78351 -0.63813 -1.56945 0.56 -0.25 -0.43
H 1.08771 1.06218 -1.90678 0.41 0.76 -1.53